--- A ---
Here is the ion C3H3N2O2 with charge +1 from the Open Molecules 2025 dataset. Energies are from ωB97M-V/def2-TZVPD.

```
10
Properties=species:S:1:pos:R:3
O 0.29729 -3.15156 2.65506
C -0.11983 -2.32665 1.95191
N -0.74971 -1.60264 1.24900
C -0.67241 -0.58762 0.31524
C 0.50043 0.02016 -0.13483
N 1.68196 -1.06587 0.01350
O 2.34335 -1.12236 -0.91071
H -1.69488 -0.58087 -0.20868
H 0.35601 0.39472 -1.24271
H 1.01658 0.67896 0.68274
```

Values from the calculation:
Highest occupied orbital energy (alpha / beta): -15.1 / -15.1 eV
SMILES: O=C=[N+]=CCN=O
HOMO-LUMO gap (alpha / beta): 7.7105 / 7.7115 eV
Charge: +1

How positive or negative is each atom? The Mulliken charges in e answer that: O -0.24; C 0.65; N -0.22; C 0.03; C -0.33; N 0.19; O -0.15; H 0.38; H 0.35; H 0.34

--- B ---
Here is the ion C3H3N2O2 with charge +1 from the Open Molecules 2025 dataset. Energies are from ωB97M-V/def2-TZVPD.

```
10
Properties=species:S:1:pos:R:3
O -2.63967 0.01613 0.20082
C -1.64823 0.00949 0.75670
N -0.51581 0.05767 1.29970
C 0.39188 0.35063 0.28437
N 0.17790 0.41302 -0.98873
O -0.67152 0.77586 -1.77287
C 1.37400 -0.33731 -0.60118
H -0.23574 -0.05986 2.36819
H 2.37359 0.25182 -0.85055
H 1.39359 -1.47745 -0.69645
```

Values from the calculation:
Highest occupied orbital energy: -14.3 eV
SMILES: O=C=[NH+]C1=[N+]([O-])C1
HOMO-LUMO gap: 8.4674 eV
Charge: +1

How positive or negative is each atom? The Mulliken charges in e answer that: O -0.10; C 0.63; N -0.11; C 0.00; N 0.40; O -0.52; C -0.17; H 0.39; H 0.25; H 0.25

According to the calculations, the structures order from most to least stable as A, B.